# 1
Computed, not measured: a molecular structure, C19H15N3O3Pt, with ωB97M-V/def2-TZVPD.

Structure (XYZ):
```
41
Properties=species:S:1:pos:R:3
Pt -0.010 -0.045 -0.017
O 3.473 4.062 -0.016
C 4.269 2.980 0.018
C 5.647 3.203 0.044
C 6.528 2.143 0.078
C 6.059 0.831 0.087
C 4.699 0.605 0.061
C 3.785 1.661 0.028
C 2.342 1.353 0.003
O 1.990 0.101 0.024
N 1.489 2.347 -0.031
N 0.179 1.888 -0.044
C -0.784 2.736 -0.072
C -2.182 2.391 -0.077
C -3.084 3.476 -0.102
C -4.442 3.301 -0.103
C -4.948 1.994 -0.077
C -4.103 0.915 -0.051
C -2.698 1.067 -0.052
O -1.993 -0.040 -0.030
H 2.540 3.747 -0.033
H 5.996 4.227 0.036
H 7.593 2.337 0.098
H 6.751 0.000 0.112
H 4.307 -0.402 0.063
H -0.508 3.786 -0.090
H -2.671 4.478 -0.120
H -5.108 4.151 -0.123
H -6.019 1.831 -0.075
H -4.485 -0.097 -0.027
C -0.035 -4.857 0.020
C 1.110 -4.147 0.344
C 1.070 -2.767 0.325
N -0.044 -2.094 0.008
C -1.153 -2.775 -0.305
C -1.184 -4.156 -0.311
H -0.032 -5.939 0.024
H 2.029 -4.649 0.609
H 1.935 -2.162 0.556
H -2.020 -2.173 -0.536
H -2.100 -4.666 -0.572
```

F_max, hartree/bohr: 0.002
Energy relative to the best compared isomer or geometry (same formula, charge and spin), kcal/mol: 0.0
Kohn-Sham gap, eV: 7.69

---

# 2
Computed, not measured: 6 unconnected molecules or ions with the total composition C37H74INO9P in a non-equilibrium geometry, with ωB97M-V/def2-TZVPD.

Structure (XYZ):
```
123
Properties=species:S:1:pos:R:3
C 4.670 -1.200 0.198
C 4.176 -2.565 -0.292
O 4.866 -3.467 -0.441
O 2.802 -2.651 -0.548
C 2.517 -2.201 -1.867
C 0.996 -2.194 -2.163
C 0.579 -1.040 -3.096
C 0.676 0.364 -2.397
C -0.707 0.606 -1.751
N -0.776 1.719 -0.750
C -0.718 3.033 -1.499
C 0.700 3.626 -1.692
C 1.092 4.721 -0.685
I 3.132 5.281 -1.200
C -2.198 1.657 -0.150
C -2.398 0.521 0.876
C -3.912 0.132 0.929
C -4.829 1.323 1.334
O -5.234 2.186 0.250
C -6.044 1.566 -0.654
O -7.027 2.077 -1.014
P 0.458 1.617 0.584
C 0.933 -0.129 0.981
C -0.062 2.585 2.068
H 4.531 -0.462 -0.601
H 4.091 -0.940 1.096
H 5.713 -1.328 0.499
H 2.924 -1.189 -2.055
H 2.977 -2.858 -2.622
H 0.383 -2.236 -1.250
H 0.795 -3.139 -2.688
H 1.147 -1.055 -4.032
H -0.491 -1.185 -3.321
H 0.891 1.083 -3.197
H 1.516 0.329 -1.692
H -1.026 -0.360 -1.340
H -1.407 0.802 -2.588
H -1.321 3.810 -1.009
H -1.156 2.930 -2.498
H 0.705 4.108 -2.682
H 1.503 2.886 -1.717
H 1.154 4.394 0.353
H 0.509 5.638 -0.807
H -2.857 1.441 -1.002
H -2.464 2.596 0.342
H -1.845 -0.399 0.650
H -2.130 0.812 1.901
H -4.199 -0.356 -0.008
H -3.998 -0.632 1.714
H -5.750 0.897 1.762
H -4.381 1.916 2.139
H -5.810 0.568 -1.073
H 1.971 -0.264 0.656
H 0.331 -0.891 0.477
H 0.923 -0.269 2.071
H 0.786 3.139 2.482
H -0.778 3.353 1.726
H -0.569 2.013 2.856
C 9.872 -0.740 2.828
C 9.925 0.673 2.266
C 8.871 0.611 1.174
O 7.886 -0.334 1.602
C 8.388 -1.059 2.733
H 10.259 -0.825 3.843
H 10.442 -1.417 2.187
H 9.627 1.391 3.034
H 10.907 0.962 1.894
H 9.295 0.251 0.230
H 8.393 1.576 0.994
H 7.849 -0.714 3.622
H 8.192 -2.124 2.600
C -5.615 -4.840 2.375
C -6.840 -4.235 1.705
C -6.323 -2.870 1.283
O -4.922 -3.023 1.020
C -4.488 -4.300 1.511
H -5.631 -5.928 2.420
H -5.523 -4.457 3.395
H -7.110 -4.822 0.824
H -7.713 -4.177 2.354
H -6.438 -2.135 2.089
H -6.822 -2.488 0.390
H -4.302 -4.948 0.649
H -3.554 -4.180 2.063
C -3.961 -1.843 6.536
C -5.404 -2.049 6.105
C -5.632 -0.854 5.196
O -4.366 -0.542 4.594
C -3.336 -1.275 5.273
H -3.470 -2.752 6.880
H -3.915 -1.105 7.341
H -5.491 -2.977 5.533
H -6.109 -2.093 6.933
H -5.961 0.021 5.765
H -6.367 -1.055 4.413
H -2.994 -2.075 4.607
H -2.494 -0.612 5.481
C -4.942 0.102 -5.373
C -5.411 -0.103 -3.941
C -4.202 -0.755 -3.298
O -3.053 -0.247 -3.980
C -3.475 0.447 -5.168
H -5.488 0.876 -5.910
H -5.036 -0.831 -5.933
H -5.603 0.867 -3.473
H -6.312 -0.708 -3.857
H -4.220 -1.842 -3.424
H -4.120 -0.531 -2.231
H -3.343 1.521 -4.997
H -2.847 0.149 -6.008
C 7.703 2.649 -2.928
C 6.500 3.411 -3.464
C 5.510 2.291 -3.733
O 5.785 1.262 -2.778
C 7.032 1.541 -2.129
H 8.379 3.257 -2.328
H 8.274 2.223 -3.757
H 6.109 4.075 -2.688
H 6.714 4.008 -4.349
H 5.648 1.870 -4.735
H 4.472 2.614 -3.631
H 6.813 1.866 -1.106
H 7.631 0.631 -2.083
```

F_max, hartree/bohr: 0.090
Kohn-Sham gap, eV: 9.07
Net charge: +1

---

# 3
Computed, not measured: a molecular structure, C19H22CdN5O3SbSe4, with ωB97M-V/def2-TZVPD.

Structure (XYZ):
```
55
Properties=species:S:1:pos:R:3
Cd -0.514 1.172 3.266
O -3.706 -1.809 2.223
C -2.716 -1.176 1.842
O -1.991 -0.381 2.489
C -2.338 -1.469 0.377
C -2.434 -2.826 -0.054
C -2.140 -3.145 -1.339
C -1.765 -2.116 -2.242
C -1.457 -2.348 -3.601
C -1.088 -1.315 -4.419
C -1.009 -0.003 -3.905
C -1.313 0.249 -2.595
C -1.706 -0.802 -1.733
N -2.000 -0.503 -0.433
H -2.760 -3.557 0.671
H -2.200 -4.168 -1.695
H -1.514 -3.362 -3.983
H -0.850 -1.501 -5.459
H -0.702 0.809 -4.552
H -1.248 1.248 -2.183
Se 1.922 5.011 4.125
Sb 0.947 3.245 5.512
Se 1.728 0.998 4.597
Se -1.501 2.995 4.930
Se 1.322 3.416 7.903
N -1.473 2.313 0.355
C -1.900 3.359 -0.375
C -1.440 4.499 0.250
C -0.732 4.035 1.375
N -0.752 2.713 1.407
H -1.561 1.307 0.177
H -2.502 3.216 -1.258
H -1.606 5.520 -0.049
H -0.217 4.579 2.156
C 0.837 -2.394 1.694
N 1.402 -1.776 0.508
C 2.378 -2.553 -0.221
C 2.579 -1.950 -1.597
C 3.019 -0.507 -1.456
N 2.196 0.199 -0.501
C 2.295 1.645 -0.506
C 1.414 -0.399 0.458
O 0.752 0.273 1.229
H 0.356 -3.334 1.414
H 0.097 -1.730 2.131
H 1.608 -2.596 2.446
H 1.998 -3.574 -0.304
H 3.334 -2.605 0.323
H 1.635 -1.995 -2.143
H 3.326 -2.514 -2.159
H 2.938 0.004 -2.422
H 4.074 -0.456 -1.152
H 1.826 2.065 -1.404
H 3.347 1.943 -0.494
H 1.803 2.048 0.375
```

F_max, hartree/bohr: 0.007
Energy relative to the best compared isomer or geometry (same formula, charge and spin), kcal/mol: 0.0
Kohn-Sham gap, eV: 4.61
Net charge: -2

---

# 4
Computed, not measured: 10 unconnected molecules or ions with the total composition C47H116Cl3N9O16 in a non-equilibrium geometry, with ωB97M-V/def2-TZVPD.

Structure (XYZ):
```
191
Properties=species:S:1:pos:R:3
O 2.687 -3.260 2.430
C 2.102 -4.223 2.915
N 0.758 -4.221 2.967
C 2.828 -5.448 3.456
H 0.264 -3.459 2.533
H 0.281 -5.020 3.346
H 3.899 -5.340 3.579
H 2.522 -6.314 2.869
H 2.457 -5.631 4.470
O 2.156 1.370 -6.892
C 2.351 0.182 -6.656
N 2.420 -0.773 -7.593
C 2.624 -0.203 -5.207
H 2.619 -1.710 -7.291
H 2.354 -0.575 -8.575
H 3.455 -0.898 -5.064
H 1.719 -0.608 -4.756
H 2.941 0.712 -4.717
C 7.167 2.262 1.887
Cl 6.589 2.592 0.258
Cl 8.780 3.012 1.955
Cl 7.267 0.498 2.168
H 6.487 2.639 2.639
C -0.389 -5.240 -3.011
O 0.452 -6.120 -2.321
C -0.237 -6.810 -1.315
C 0.786 -7.479 -0.354
N 1.895 -8.109 -1.063
C 1.618 -9.438 -1.629
C 1.918 -9.579 -3.138
O 1.027 -8.829 -3.909
C 1.590 -7.804 -4.681
H 0.208 -4.567 -3.640
H -0.810 -4.462 -2.362
H -1.117 -5.718 -3.669
H -0.917 -7.562 -1.725
H -0.789 -6.163 -0.622
H 0.362 -8.153 0.385
H 1.211 -6.598 0.140
H 2.208 -7.526 -1.829
H 0.544 -9.651 -1.529
H 2.127 -10.146 -0.967
H 1.747 -10.638 -3.348
H 2.958 -9.274 -3.289
H 2.160 -7.101 -4.064
H 0.812 -7.184 -5.127
H 2.226 -8.215 -5.472
C -1.875 -1.826 -8.985
O -1.669 -0.467 -8.654
C -1.757 -0.141 -7.289
C -1.568 1.381 -7.152
N -1.814 1.937 -5.818
C -0.951 3.102 -5.596
C -0.980 3.564 -4.125
O -0.570 2.615 -3.136
C 0.752 2.190 -3.268
H -2.619 -2.347 -8.372
H -0.950 -2.353 -8.720
H -2.124 -1.875 -10.038
H -1.041 -0.757 -6.732
H -2.774 -0.381 -6.949
H -2.298 1.791 -7.859
H -0.585 1.637 -7.549
H -2.765 2.284 -5.831
H -1.249 3.977 -6.183
H 0.086 2.851 -5.814
H -2.008 3.721 -3.779
H -0.497 4.515 -3.877
H 0.971 1.406 -2.539
H 1.463 2.966 -2.929
H 1.143 1.904 -4.246
C 4.535 4.018 6.515
O 3.351 4.746 6.470
C 3.625 6.084 6.042
C 2.391 6.927 5.940
N 1.708 6.998 7.256
C 0.301 7.259 7.152
C -0.446 7.442 8.492
O -0.483 6.214 9.161
C -1.298 5.178 8.669
H 5.152 4.026 7.426
H 5.283 4.182 5.731
H 4.344 2.942 6.460
H 4.048 6.003 5.035
H 4.348 6.536 6.726
H 1.659 6.505 5.236
H 2.655 7.957 5.696
H 1.805 6.025 7.542
H -0.181 6.410 6.630
H 0.001 8.051 6.454
H -1.389 7.997 8.419
H 0.135 8.150 9.090
H -2.209 5.545 8.192
H -1.618 4.660 9.582
H -0.732 4.409 8.135
C 10.891 1.676 5.638
O 9.739 1.449 6.436
C 9.230 2.670 6.945
C 7.913 2.295 7.593
N 7.045 1.577 6.633
C 6.055 0.743 7.316
C 5.033 0.162 6.341
O 4.809 -1.180 6.719
C 4.207 -1.943 5.657
H 11.213 0.750 5.166
H 11.631 2.265 6.178
H 10.581 2.239 4.748
H 9.008 3.285 6.062
H 9.912 3.161 7.644
H 7.239 3.085 7.936
H 8.057 1.634 8.462
H 7.672 0.942 6.148
H 5.632 1.256 8.184
H 6.629 -0.077 7.771
H 5.421 0.151 5.314
H 4.135 0.793 6.294
H 4.166 -2.935 6.103
H 4.765 -1.907 4.722
H 3.194 -1.551 5.532
C -1.914 0.506 1.980
O -2.757 1.522 2.435
C -3.521 2.127 1.371
C -5.046 2.187 1.505
N -5.620 1.139 0.670
C -7.066 1.060 0.564
C -7.681 2.239 -0.161
O -9.095 2.108 -0.245
C -9.608 3.084 -1.136
H -2.249 -0.248 1.253
H -1.718 -0.195 2.804
H -0.920 0.815 1.638
H -3.196 1.707 0.421
H -3.187 3.170 1.401
H -5.329 3.162 1.112
H -5.412 2.048 2.530
H -5.230 0.227 0.851
H -7.491 0.903 1.567
H -7.432 0.204 -0.008
H -7.238 2.232 -1.165
H -7.455 3.234 0.233
H -9.467 2.666 -2.139
H -9.163 4.079 -1.081
H -10.683 3.213 -1.021
C -4.196 -1.510 -4.661
O -4.777 -1.670 -3.387
C -5.820 -0.772 -3.068
C -7.206 -1.256 -3.546
N -7.799 -0.312 -4.465
C -9.209 -0.460 -4.693
C -9.699 0.369 -5.847
O -9.176 -0.259 -7.006
C -9.416 0.329 -8.254
H -4.075 -0.481 -5.010
H -4.967 -1.849 -5.376
H -3.346 -2.158 -4.843
H -5.572 0.274 -3.269
H -5.825 -0.799 -1.974
H -7.778 -1.492 -2.652
H -6.998 -2.208 -4.055
H -7.320 -0.062 -5.314
H -9.774 -0.132 -3.806
H -9.521 -1.510 -4.798
H -9.455 1.441 -5.875
H -10.797 0.373 -5.921
H -10.455 0.248 -8.601
H -8.748 -0.067 -9.011
H -9.295 1.417 -8.139
C 3.442 2.018 3.346
O 3.489 1.285 2.139
C 2.351 0.417 2.077
C 2.317 -0.191 0.681
N 1.430 -1.352 0.704
C 1.423 -2.028 -0.623
C 0.099 -1.743 -1.324
O 0.457 -1.652 -2.709
C -0.642 -1.215 -3.490
H 2.591 2.698 3.434
H 4.360 2.586 3.490
H 3.381 1.298 4.170
H 1.417 0.987 2.183
H 2.381 -0.198 2.981
H 3.373 -0.384 0.449
H 1.892 0.532 -0.019
H 1.943 -1.996 1.320
H 1.682 -3.086 -0.546
H 2.235 -1.647 -1.251
H -0.428 -0.886 -0.908
H -0.492 -2.655 -1.183
H -0.747 -0.145 -3.273
H -1.552 -1.757 -3.218
H -0.502 -1.246 -4.571
```

F_max, hartree/bohr: 0.051
Kohn-Sham gap, eV: 8.79

---

# 5
Computed, not measured: a single C2H4N2O2 molecule, with ωB97M-V/def2-TZVPD.

Structure (XYZ):
```
10
Properties=species:S:1:pos:R:3
N 1.801 0.114 -0.065
C 0.511 0.133 0.496
O 0.248 0.366 1.655
N -0.450 -0.100 -0.480
C -1.810 -0.082 -0.225
O -2.637 -0.025 -1.102
H 2.115 -0.833 -0.228
H 2.452 0.567 0.558
H -0.178 -0.013 -1.451
H -2.052 -0.128 0.843
```

F_max, hartree/bohr: 0.011
Energy relative to the best compared isomer or geometry (same formula, charge and spin), kcal/mol: 9.5
Kohn-Sham gap, eV: 11.08